[1]
84
Properties=species:S:1:pos:R:3:forces:R:3:lowdin_charge:R:1 method="wB97M-V/def2-TZVPD" gap_ev=7.419 e_lumo_ha=-0.128 energy_ha=-2610.88699 charge=+1 max_force_ev_per_a=1.20
C -2.50285 -2.22417 2.63793 0.090 -0.086 0.090 -0.175
C -1.61958 -1.43337 1.65617 0.180 -0.570 0.854 -0.777
I -0.68001 -2.87960 0.37965 -0.498 0.007 -0.319 0.888
C -0.58430 -0.60468 2.49577 -0.200 -0.212 -1.161 -0.702
I 1.46889 -0.72040 1.90483 0.302 0.427 0.420 0.986
N -1.03895 0.77043 2.68904 0.071 -0.914 0.668 -0.050
C -1.65949 1.16582 3.79039 -0.245 0.809 0.114 -0.064
N -2.00698 2.43451 3.74280 -0.144 -0.046 0.152 0.139
C -1.58856 2.85236 2.54463 -0.010 0.368 -0.098 -0.465
N -1.75244 4.10509 2.10805 -0.159 -0.018 0.315 -0.394
I -2.73111 5.46957 3.25984 0.152 -0.072 -0.259 0.940
N -0.98666 1.86086 1.85936 0.050 -0.094 -0.186 0.054
C -0.38783 1.90847 0.52942 -0.097 0.384 -0.470 -0.131
C -1.03649 0.99084 -0.50428 0.794 0.089 0.118 -0.140
C -0.70119 1.41953 -1.91201 -0.546 0.067 -0.238 -0.227
C 0.56693 1.86546 -2.27385 -0.312 -0.035 -0.211 -0.026
C 0.81973 2.20145 -3.59801 0.056 -0.010 -0.354 -0.057
C -0.17028 2.08756 -4.57000 -0.305 -0.109 0.330 -0.088
C -1.44338 1.65889 -4.20953 0.142 -0.104 0.461 -0.073
C -1.70219 1.32344 -2.88342 0.342 0.171 -0.176 -0.035
H -2.89994 -3.11634 2.17026 -0.264 0.012 -0.149 0.048
H -3.34128 -1.62670 2.99554 -0.015 0.137 0.061 0.084
H -1.92657 -2.57662 3.49332 0.069 -0.042 0.084 0.054
H -2.27565 -0.77518 1.10239 0.308 0.044 -0.540 0.062
H -0.61205 -1.05274 3.47869 0.237 0.210 0.304 0.067
H -1.88000 0.54115 4.63637 0.188 -0.361 -0.016 0.160
H -1.42996 4.38768 1.20102 0.007 0.076 -0.055 0.060
H 0.68389 1.76517 0.59505 0.098 -0.154 0.172 0.069
H -0.51909 2.93268 0.18735 -0.076 0.131 0.097 0.125
H -2.11189 0.98344 -0.35005 -0.135 -0.144 -0.069 0.122
H -0.60767 -0.00320 -0.37785 -0.327 -0.239 0.132 0.046
H 1.35716 1.93297 -1.54034 0.172 0.014 -0.034 0.115
H 1.80454 2.52522 -3.89934 0.168 0.000 0.152 0.094
H 0.02539 2.31508 -5.60738 0.202 0.068 -0.073 0.108
H -2.23683 1.57288 -4.93596 -0.012 0.008 -0.172 0.111
H -2.68861 0.97281 -2.61368 -0.077 -0.018 0.093 0.111
C 5.69989 2.25656 -5.31308 -0.009 0.026 0.062 -0.009
C 4.63392 1.40636 -4.66525 -0.015 -0.046 0.074 -0.556
O 4.24467 1.61343 -3.52411 -0.086 0.079 0.005 0.010
N 4.11202 0.38995 -5.39747 0.086 0.146 -0.072 0.009
C 4.44584 -0.00502 -6.75512 -0.245 -0.157 0.238 -0.071
H 6.01233 3.01822 -4.60595 -0.043 -0.026 0.054 0.083
H 6.56556 1.65009 -5.58018 -0.007 0.029 -0.097 0.087
H 5.31174 2.74533 -6.20734 0.075 -0.045 -0.059 0.086
H 3.40789 -0.13920 -4.90759 0.006 -0.031 -0.003 0.137
H 3.55809 0.05431 -7.38624 0.071 0.014 -0.098 0.084
H 4.80767 -1.03388 -6.76167 0.064 0.022 -0.102 0.085
H 5.21342 0.63862 -7.16932 0.012 0.025 0.021 0.072
C 4.08922 -6.06528 3.17167 0.033 0.029 -0.033 -0.008
C 3.53970 -4.70835 2.80531 0.088 0.123 -0.130 -0.554
O 4.14878 -3.93093 2.08364 -0.029 -0.039 0.032 0.016
N 2.32741 -4.36452 3.30617 -0.005 -0.293 0.093 0.011
C 1.42683 -5.10600 4.17172 0.260 0.123 -0.252 -0.072
H 5.05709 -6.18682 2.69595 -0.002 0.064 -0.030 0.083
H 4.21536 -6.14982 4.25147 -0.067 -0.079 0.005 0.084
H 3.42422 -6.85597 2.82277 -0.017 -0.033 0.098 0.084
H 2.02857 -3.45023 3.02217 -0.043 0.200 -0.067 0.047
H 0.47149 -5.24440 3.66455 -0.071 -0.092 0.120 0.080
H 1.25693 -4.53449 5.07650 -0.106 -0.097 0.133 0.058
H 1.83543 -6.07844 4.43016 0.079 -0.003 -0.081 0.079
C -0.52137 -3.92003 7.90883 0.058 0.027 -0.078 -0.002
C -1.27372 -3.99807 6.60334 -0.046 -0.022 0.004 -0.536
O -0.77881 -3.61233 5.54839 -0.218 0.274 -0.007 -0.012
N -2.52299 -4.51757 6.63026 0.145 0.084 0.112 0.014
C -3.26281 -5.02402 7.77508 -0.113 -0.005 -0.334 -0.063
H 0.45650 -3.48674 7.72274 -0.011 0.005 -0.063 0.084
H -1.05343 -3.28991 8.62181 -0.005 -0.080 0.072 0.088
H -0.38813 -4.91434 8.33551 -0.049 0.030 0.086 0.091
H -2.96917 -4.54595 5.72711 -0.026 -0.052 0.000 0.139
H -3.51754 -6.07175 7.61419 -0.001 -0.015 0.112 0.088
H -4.18608 -4.45690 7.89701 0.001 -0.026 0.111 0.086
H -2.67772 -4.94115 8.68361 0.033 0.014 -0.006 0.074
C -3.49533 6.23343 -7.11695 0.001 -0.032 -0.034 -0.010
C -2.70194 4.96827 -6.89307 0.006 -0.100 -0.082 -0.551
O -2.69558 4.05317 -7.69855 -0.020 0.007 0.015 0.034
N -1.97865 4.87176 -5.74364 -0.125 0.201 -0.029 0.010
C -1.85656 5.83573 -4.66880 0.177 -0.371 -0.047 -0.077
H -4.01103 6.15377 -8.06836 0.027 -0.068 -0.016 0.084
H -4.23511 6.36897 -6.32702 0.039 0.089 0.021 0.084
H -2.83552 7.10123 -7.14714 -0.051 0.042 0.074 0.085
H -1.47635 4.00310 -5.66265 0.028 0.022 0.072 0.089
H -0.81091 6.12411 -4.54565 -0.037 0.119 0.053 0.083
H -2.20326 5.39107 -3.73282 -0.030 0.117 0.046 0.077
H -2.44328 6.72429 -4.87417 -0.020 0.002 -0.029 0.071

---

[2]
86
Properties=species:S:1:pos:R:3:forces:R:3:lowdin_charge:R:1 method="wB97M-V/def2-TZVPD" gap_ev=5.633 e_lumo_ha=0.151 energy_ha=-8343.81347 charge=-2 de_lowest_kcal_mol=0.0 max_force_ev_per_a=0.23
Tl -0.75007 0.20850 -0.48775 0.095 -0.073 0.146 0.888
C -0.53647 -0.26146 3.63389 -0.016 -0.012 -0.007 -0.378
Se 0.81533 -0.50325 2.25734 0.028 0.033 0.062 0.922
C 0.56799 -2.40979 1.87328 0.002 -0.015 -0.032 -0.551
C -0.88944 -2.83381 1.93062 -0.016 0.023 0.045 -0.575
Se -1.26728 -4.42694 0.84803 0.021 -0.020 -0.015 0.868
C -2.61561 -3.65911 -0.33953 -0.018 -0.005 0.013 -0.401
H -0.39491 -0.99095 4.43024 0.006 0.009 0.009 0.024
H -1.54107 -0.31222 3.22158 0.009 -0.008 0.006 -0.008
H -0.37124 0.74133 4.02168 -0.014 0.008 -0.016 0.022
H 1.18350 -2.99889 2.55470 0.010 -0.001 -0.017 0.061
H 0.98268 -2.52364 0.87029 -0.008 0.017 -0.005 0.026
H -1.55733 -2.05899 1.55687 0.010 -0.007 -0.024 0.015
H -1.19307 -3.04524 2.95405 -0.012 0.017 -0.004 0.058
H -3.61039 -3.97646 -0.04067 -0.001 0.001 -0.001 0.015
H -2.40349 -3.97828 -1.35714 0.001 -0.004 0.001 0.009
H -2.56941 -2.57428 -0.27737 0.006 0.013 -0.008 -0.005
C 6.48824 -2.29678 0.20214 -0.010 -0.013 0.014 -0.198
Si 4.62561 -2.19796 0.58296 0.019 0.004 -0.017 0.428
C 4.54517 -1.88137 2.45503 -0.001 -0.002 -0.004 -0.195
C 4.01123 -3.98628 0.38415 0.005 0.000 0.022 -0.186
C 3.68142 -1.03122 -0.44531 -0.024 -0.053 0.005 -0.320
C 3.32606 0.27948 -0.01330 0.009 -0.009 -0.018 -0.428
C 4.01396 0.98075 1.02618 0.004 0.010 0.004 -0.082
C 3.63438 2.24110 1.40475 -0.010 -0.013 -0.004 -0.110
C 2.57286 2.87778 0.75224 0.001 -0.005 0.006 -0.104
C 1.96043 2.16089 -0.25557 -0.012 -0.022 0.055 -0.220
N 2.28438 0.92339 -0.62606 0.002 0.023 -0.070 0.019
Si 3.18807 -1.51681 -2.13534 -0.001 0.023 0.008 0.442
C 4.49594 -2.63841 -2.95013 0.014 0.013 0.012 -0.200
C 3.09618 -0.07078 -3.35711 -0.002 0.004 0.003 -0.188
C 1.58597 -2.51512 -2.30001 0.024 -0.014 -0.029 -0.184
H 7.00166 -3.01887 0.84657 -0.004 -0.002 0.007 0.014
H 6.95161 -1.31707 0.35124 0.005 0.002 -0.005 0.016
H 6.65491 -2.58846 -0.83776 0.004 0.004 -0.004 0.003
H 4.57439 -2.83920 2.98371 0.007 -0.001 0.003 0.016
H 3.63451 -1.35547 2.74851 -0.011 -0.007 -0.002 -0.015
H 5.39851 -1.29227 2.80227 -0.014 0.019 0.004 0.016
H 4.40163 -4.59697 1.20471 0.012 -0.010 -0.011 0.017
H 4.33704 -4.44925 -0.54869 -0.020 0.008 -0.017 0.004
H 2.92037 -4.03974 0.41848 -0.005 0.002 0.017 0.012
H 4.85635 0.50582 1.51063 0.014 0.004 -0.011 0.078
H 4.16566 2.74321 2.20740 0.000 0.006 -0.001 0.092
H 2.21908 3.86110 1.02754 -0.002 0.001 0.006 0.088
H 1.11787 2.60736 -0.78496 0.006 0.008 -0.006 0.085
H 5.45856 -2.12121 -2.99569 0.000 0.001 -0.012 0.020
H 4.18660 -2.86399 -3.97613 -0.003 -0.009 -0.002 0.015
H 4.65073 -3.58775 -2.43606 0.003 -0.002 0.010 -0.002
H 3.85173 0.67445 -3.09654 0.018 -0.005 -0.021 0.029
H 2.13169 0.43321 -3.32053 -0.009 0.010 0.023 -0.015
H 3.28388 -0.41533 -4.38015 -0.016 -0.008 0.000 0.019
H 1.66447 -3.44827 -1.73444 -0.012 0.004 0.014 0.018
H 1.37272 -2.77576 -3.34264 -0.001 -0.002 -0.003 0.016
H 0.72742 -1.96833 -1.90376 -0.008 0.004 0.006 -0.037
O -1.75696 4.31771 0.91403 -0.019 -0.001 0.005 -0.332
S -2.10641 2.92926 0.70077 0.007 0.030 -0.006 0.432
O -1.37131 1.98451 1.52636 0.042 0.010 0.057 -0.400
O -2.04976 2.54088 -0.72372 -0.037 -0.007 0.012 -0.453
C -3.86334 2.81482 1.10663 -0.015 -0.032 -0.004 -0.198
C -4.50673 4.05296 1.09135 -0.008 0.004 -0.001 -0.077
C -5.86835 4.16864 1.30015 0.002 0.002 -0.003 -0.096
C -6.61791 3.02628 1.52655 -0.004 -0.004 0.006 -0.093
C -5.99156 1.79442 1.54696 0.008 0.007 -0.020 -0.077
C -4.61680 1.65723 1.34252 -0.010 0.027 0.007 -0.188
S -4.09781 -0.07096 1.58383 0.069 -0.029 0.131 0.447
O -3.93367 -0.16078 3.02435 0.019 0.005 -0.007 -0.327
O -5.20343 -0.84306 1.05044 0.015 -0.003 0.012 -0.339
O -2.84739 -0.31452 0.85829 -0.120 0.036 -0.197 -0.516
H -3.90183 4.92978 0.91227 0.007 -0.002 0.000 0.098
H -6.33520 5.14634 1.28090 -0.004 -0.003 0.001 0.093
H -7.68791 3.08729 1.68715 0.000 0.006 -0.001 0.094
H -6.56442 0.89393 1.71643 0.003 -0.004 -0.002 0.103
C -0.26212 -0.43548 -4.76206 -0.018 -0.023 0.013 -0.092
N -1.63058 -0.02898 -5.05682 0.042 0.126 -0.055 -0.052
C -2.44623 0.59879 -4.16671 -0.004 -0.056 0.055 -0.929
S -4.09945 0.30896 -4.15803 -0.033 -0.029 -0.157 0.523
N -1.87929 1.43285 -3.27779 -0.122 0.176 -0.059 -0.082
C -0.71214 2.27311 -3.50365 0.068 -0.029 0.007 -0.078
H -0.10462 -1.44245 -5.14596 -0.001 0.003 -0.014 0.085
H -0.09589 -0.46842 -3.68568 0.007 -0.015 -0.005 0.052
H 0.48057 0.22584 -5.21029 0.000 0.006 0.005 0.076
H -2.15236 -0.62121 -5.67937 -0.025 -0.036 0.054 0.089
H -2.53214 1.81959 -2.60689 0.051 -0.078 0.067 0.074
H 0.21813 1.71005 -3.54698 0.007 -0.005 0.017 0.050
H -0.65269 2.94952 -2.65408 -0.018 0.010 -0.023 0.073
H -0.81638 2.85868 -4.42218 0.009 -0.038 -0.025 0.091

---

[3]
82
Properties=species:S:1:pos:R:3:forces:R:3:lowdin_charge:R:1 method="wB97M-V/def2-TZVPD" gap_ev=8.249 e_lumo_ha=-0.087 energy_ha=-7135.97661 charge=+1 de_lowest_kcal_mol=0.0 max_force_ev_per_a=2.92
Sn -1.41470 3.25749 -0.28285 -1.123 0.711 -0.579 1.273
N -8.75477 5.67251 -0.50176 -0.144 -0.375 0.238 0.125
C -7.64455 4.97128 -0.13542 0.406 -0.021 0.922 -0.289
C -6.41936 5.13055 -0.82334 -0.408 -0.644 1.010 -0.011
C -5.28728 4.45354 -0.39640 -0.194 0.020 -0.524 -0.058
C -5.32255 3.61191 0.70932 -1.157 0.345 0.584 -0.304
C -6.53375 3.47981 1.43003 0.954 0.161 -0.563 -0.046
C -7.67474 4.13529 1.02411 0.233 0.216 -0.228 -0.007
S -3.90730 2.85462 1.36448 -0.533 -0.908 -1.068 0.570
O -3.31380 2.00542 0.27202 -0.306 -0.393 0.268 -0.485
O -4.24853 2.23268 2.61125 0.289 -0.215 -0.290 -0.279
N -2.71419 3.86206 1.39997 1.252 2.233 1.408 -0.308
C -2.58395 5.00166 2.23550 1.328 0.730 -1.561 -0.459
N -3.34428 5.21827 3.27945 -0.775 -0.546 0.163 0.139
C -3.14796 6.33914 3.95267 0.242 0.737 1.350 -0.105
C -2.12804 7.24632 3.66274 -0.470 -0.278 -0.456 -0.045
C -1.37230 6.94266 2.55051 -0.210 -1.067 -0.868 -0.108
N -1.59830 5.83133 1.79837 -0.050 0.275 0.951 0.105
H -8.68907 6.48018 -1.09288 0.051 -0.036 -0.074 0.105
H -9.56333 5.60751 0.09625 0.076 0.134 -0.165 0.106
H -6.39374 5.82771 -1.63067 0.204 0.185 -0.561 0.108
H -4.39372 4.56087 -0.99367 0.264 0.105 0.103 0.102
H -6.46472 2.87528 2.31826 -0.447 -0.024 0.217 0.107
H -8.54472 4.07724 1.68114 0.031 0.036 -0.489 0.119
H -3.77984 6.50536 4.84730 0.235 -0.163 -0.733 0.126
H -1.95252 8.18442 4.16996 -0.188 -0.203 0.301 0.107
H -0.58202 7.62628 2.24089 -0.074 -0.355 -0.183 0.116
C 1.23955 0.35644 2.39010 0.238 0.682 1.534 -0.215
As -0.48703 1.20239 2.26113 0.854 -0.720 0.611 1.091
C -1.75390 -0.27825 2.36808 -0.259 0.349 -0.416 -0.164
C -0.74430 2.41177 3.76789 0.642 0.278 -0.780 -0.168
O -0.30554 2.00803 0.76826 0.071 -0.555 0.755 -0.723
H 1.36095 -0.16942 3.36609 -0.224 0.271 -0.739 0.066
H 2.03339 1.11719 2.32348 -0.398 -0.172 -0.042 0.060
H 1.33395 -0.31898 1.56759 0.035 -0.473 -0.409 -0.105
H -1.55958 -0.72867 3.35887 -0.196 0.214 -0.436 0.059
H -1.51031 -1.01004 1.56815 -0.133 0.546 0.481 0.057
H -2.79930 0.09277 2.27434 0.797 -0.336 0.144 0.034
H -0.30140 1.90265 4.62992 -0.535 0.067 0.012 0.052
H -1.79452 2.66814 3.81197 -0.265 -0.256 0.474 0.016
H -0.19243 3.35602 3.62185 -0.046 -0.490 -0.213 0.058
C 3.55557 -4.01046 -4.39106 -1.078 0.326 0.780 -0.066
C 2.37545 -3.32453 -3.53072 1.226 -1.061 -0.610 -0.599
C 1.99838 -1.96023 -4.08210 0.529 1.773 -0.721 -0.139
C 1.19373 -4.22987 -3.80017 -0.736 0.415 0.085 -0.125
Si 2.89146 -3.21833 -1.64786 -0.316 0.616 1.469 0.628
Br 1.42139 -1.58270 -0.58672 0.411 -0.781 -0.838 0.375
C 4.62842 -2.41371 -1.26680 -0.600 -1.043 -0.885 -0.610
C 4.86452 -1.91415 0.13977 0.251 2.734 -0.898 -0.117
C 5.60928 -3.57992 -1.53473 -0.284 0.013 -0.728 -0.088
C 4.79184 -1.25643 -2.28488 0.538 -0.399 -0.111 -0.099
C 2.62907 -4.75696 -0.47446 -0.135 -0.553 -0.571 -0.612
C 3.33556 -5.96749 -1.18817 -0.402 0.484 -0.022 -0.082
C 3.22423 -4.59990 0.93789 0.420 -0.503 0.116 -0.108
C 1.12972 -5.11764 -0.23267 -0.418 0.448 -1.576 -0.117
H 3.14981 -4.43599 -5.33048 0.166 0.952 0.142 0.095
H 3.93439 -4.91162 -3.92048 0.218 -0.004 0.473 0.053
H 4.36051 -3.29571 -4.50181 0.235 -0.124 -0.535 0.060
H 2.08988 -1.82266 -5.18913 -0.158 -0.934 0.543 0.103
H 2.66485 -1.12666 -3.76260 -0.696 -0.558 0.290 0.058
H 0.94967 -1.72505 -3.84488 0.431 0.104 0.165 0.075
H 0.89185 -4.09358 -4.82969 -0.018 0.179 -0.495 0.087
H 0.31082 -3.96891 -3.22229 -0.066 -0.198 0.331 0.079
H 1.44038 -5.26457 -3.73653 0.031 -0.892 0.514 0.068
H 4.87650 -2.53044 0.96809 -0.273 -2.042 1.195 0.032
H 4.13544 -1.12939 0.40466 0.382 0.005 -0.217 0.057
H 5.88439 -1.47909 0.16192 -0.417 0.199 -0.147 0.101
H 5.49342 -4.39915 -0.85639 -0.520 -0.336 0.572 0.038
H 6.63120 -3.32018 -1.33281 0.733 0.654 -0.433 0.085
H 5.49003 -4.02534 -2.53967 0.363 0.406 0.314 0.078
H 4.03764 -0.48458 -2.17022 -0.224 0.043 0.189 0.063
H 4.73145 -1.62749 -3.31451 -0.010 0.053 0.208 0.059
H 5.76040 -0.75133 -2.21487 0.097 -0.168 0.259 0.090
H 4.43466 -5.92206 -1.18499 -0.504 0.087 -0.016 0.066
H 2.98560 -5.93582 -2.23090 0.207 -0.625 0.229 0.055
H 3.05956 -6.91853 -0.70649 -0.107 0.265 -0.227 0.091
H 4.33096 -4.56194 0.91567 -0.623 0.267 0.046 0.070
H 3.00686 -5.55937 1.45966 -0.087 0.637 -0.036 0.097
H 2.80342 -3.74809 1.51617 0.304 -0.553 -0.398 0.084
H 0.40692 -5.13960 -1.09906 1.118 0.223 0.405 0.087
H 0.72214 -4.39474 0.44488 -0.322 0.376 0.513 0.037
H 1.02313 -6.09722 0.19447 0.270 -0.555 0.476 0.070